# C15H33B

A single C15H33B molecule (wB97M-V/def2-TZVPD, the Open Molecules 2025 dataset).

Structure (ORCA input):
```
! RIJCOSX wB97M-V def2-TZVPD def2/J DEFGRID3
* xyz 0 1
C 5.45839 -2.23019 0.68330
C 4.73625 -0.94053 1.06137
C 3.23626 -0.99337 0.79658
C 2.85604 -0.87362 -0.68826
C 1.56084 -0.08250 -0.93905
C 1.77438 1.41043 -1.31341
B 0.75063 1.80331 -2.42880
C -0.59588 2.59218 -2.24632
C -1.67070 1.93155 -1.35557
C -1.25540 1.72747 0.11521
C -2.29001 2.14069 1.18838
C -2.92901 1.02225 2.02982
C -4.05532 0.20050 1.39111
C -3.66122 -0.84563 0.34865
C -2.66089 -1.90219 0.81309
C -2.09096 -2.70711 -0.34688
H 5.12473 -2.59655 -0.29203
H 6.53970 -2.09397 0.62711
H 5.26029 -3.02184 1.41064
H 4.90840 -0.71851 2.11892
H 5.17220 -0.10761 0.49767
H 2.72978 -0.20447 1.36264
H 2.84542 -1.94059 1.18828
H 3.67947 -0.39078 -1.22539
H 2.75211 -1.86869 -1.12928
H 0.94839 -0.11989 -0.03409
H 0.96851 -0.59237 -1.70889
H 1.71915 2.04065 -0.42122
H 2.78781 1.51625 -1.71680
H 1.02662 1.42772 -3.53841
H -1.03812 2.77275 -3.23040
H -0.37110 3.58138 -1.81705
H -2.56998 2.55458 -1.38675
H -1.95094 0.98391 -1.81898
H -0.96937 0.68633 0.29131
H -0.34577 2.31317 0.27263
H -1.79228 2.81326 1.89196
H -3.08349 2.73791 0.72165
H -3.33496 1.47622 2.93824
H -2.13181 0.35275 2.37385
H -4.76145 0.90158 0.92889
H -4.61237 -0.30469 2.18796
H -3.27287 -0.35242 -0.54017
H -4.57346 -1.35840 0.02250
H -1.83947 -1.43021 1.36015
H -3.15063 -2.57833 1.52323
H -1.50674 -2.06346 -1.01311
H -1.43551 -3.51095 -0.00632
H -2.88559 -3.15796 -0.94801
*
```

E_tot ... -16766.314 eV
SMILES ... CCCCCCBCCCCCCCCC
E_LUMO ... 0.82 eV

Population analysis type Löwdin, resulting atomic charges in e: -0.12, -0.28, -0.22, -0.21, -0.21, -0.17, -0.13, -0.17, -0.21, -0.19, -0.19, -0.22, -0.21, -0.22, -0.27, -0.11, 0.07, 0.07, 0.07, 0.10, 0.10, 0.11, 0.11, 0.10, 0.11, 0.09, 0.10, 0.09, 0.09, 0.08, 0.09, 0.11, 0.10, 0.10, 0.09, 0.10, 0.10, 0.10, 0.10, 0.10, 0.11, 0.11, 0.09, 0.11, 0.09, 0.11, 0.06, 0.07, 0.07